Here is 2 unconnected molecules or ions with the total composition C4H10N2O2 at a distorted geometry from OMol25. Energies are from ωB97M-V with the def2-TZVPD basis set.

Computed properties:
Maximum force, eV Å⁻¹: 1.1
E_tot, hartree: -418.39010
LUMO energy, eV: 0.9
Energy above the lowest of the compared OMol25 structures with the same formula, charge and spin, kJ/mol: 186.1
SMILES: CC(=O)O.N/C=C/N

```
! RIJCOSX wB97M-V def2-TZVPD def2/J DEFGRID3
* xyz 0 1
C -1.408 -0.455 -1.781
C -0.164 -1.247 -2.008
O 0.547 -1.685 -1.153
O 0.079 -1.479 -3.323
H -2.257 -0.752 -2.389
H -1.208 0.603 -1.967
H -1.673 -0.495 -0.727
H 0.779 -2.147 -3.340
N -0.762 -0.466 2.114
C 0.403 0.108 1.556
C 0.568 1.423 1.470
N 1.770 2.052 1.071
H -0.681 -0.604 3.113
H -1.141 -1.319 1.725
H 1.172 -0.552 1.162
H -0.220 2.084 1.825
H 2.573 1.884 1.656
H 1.623 3.046 0.996
*
```

Now the natural (NBO) charges, all in e:
1. C -0.7352
2. C 0.7962
3. O -0.5941
4. O -0.6884
5. H 0.2375
6. H 0.2486
7. H 0.2423
8. H 0.4923
9. N -0.8647
10. C -0.0857
11. C -0.0470
12. N -0.8346
13. H 0.3652
14. H 0.3698
15. H 0.1853
16. H 0.1758
17. H 0.3735
18. H 0.3630